(1)
The following is a quantum chemistry calculation of a cluster of 2 separate species, C7H18BN in total in a non-equilibrium geometry, from the OMol25 dataset.

CARTESIAN COORDINATES (ANGSTROEM)
B: -0.2998 -0.3771 0.3769
C: -1.4650 1.3823 -1.1353
C: -2.8750 0.1421 0.4614
C: 1.8858 -0.0381 -1.9016
C: 2.2794 1.3945 0.2344
C: 0.4265 -2.4679 1.6973
C: -1.4689 0.6862 0.1905
C: 1.9499 0.0611 -0.4264
N: -0.5402 -1.4917 1.1905
H: -0.5705 1.9871 -0.9238
H: -2.2874 2.0145 -1.2856
H: -1.2837 0.7645 -2.1570
H: -3.5533 0.9659 0.4508
H: -3.1228 -0.6505 -0.2184
H: -2.9774 -0.3955 1.3901
H: 2.7705 -0.2607 -2.3833
H: 1.5262 0.9794 -2.1954
H: 1.0596 -0.7091 -2.3617
H: 1.9513 2.1636 -0.4397
H: 1.6222 1.3988 1.1273
H: 3.3401 1.4804 0.5782
H: 0.1785 -2.7404 2.6539
H: 0.3640 -3.4274 1.0143
H: 1.4263 -2.1152 1.6260
H: -1.3067 1.5039 0.8843
H: 2.4568 -0.8535 0.0742
H: -1.4861 -1.3970 1.4781

Forces on atoms 1 to 3 (eV/Å):
2.5 0.3 -0.3
3.0 -1.0 -2.2
0.9 -0.7 0.5

The HOMO energy is -7.3 eV. As for the energy relative to the best compared isomer or geometry (same formula, charge and spin): 198.5 kJ/mol.


(2)
The following is a quantum chemistry calculation of a cluster of 2 separate species, C7H18ClN4O2 in total, from the OMol25 dataset.

CARTESIAN COORDINATES (ANGSTROEM)
N: -4.7554 1.9430 1.3367
C: -3.5015 1.6398 1.5237
N: -3.0165 0.3488 1.2459
C: -1.6094 0.6647 0.8243
O: -1.6629 1.1352 -0.4773
C: -1.2092 1.8482 1.7290
N: -2.5348 2.4785 1.9258
Cl: -2.8391 3.5589 3.1884
H: -5.3044 1.3219 0.7624
H: -5.2104 2.7181 1.7967
H: -2.9380 -0.0298 2.1978
H: -1.0161 -0.2358 0.9418
H: -1.3104 0.4931 -1.1013
H: -0.6296 2.5285 1.1112
H: -0.6895 1.6302 2.6578
C: 3.5728 -1.8338 -0.3475
C: 2.7164 -0.5740 -0.4173
C: 1.2390 -0.8561 -0.7219
O: 0.9321 -1.1688 -2.0626
C: 1.1476 -2.5192 -2.4479
N: 3.3251 0.3651 -1.3520
H: 3.7902 -2.2156 -1.3451
H: 4.5255 -1.6057 0.1269
H: 3.0830 -2.6239 0.2243
H: 2.7323 -0.1020 0.5723
H: 0.6784 0.0661 -0.5355
H: 0.8538 -1.6436 -0.0547
H: 0.9183 -3.2031 -1.6248
H: 2.1750 -2.6896 -2.7726
H: 0.4787 -2.7261 -3.2805
H: 2.8559 1.2639 -1.3239
H: 3.2031 0.0230 -2.3002

Forces on atoms 1 to 3 (eV/Å):
-0.1 -0.2 0.5
0.0 0.1 -0.1
0.5 0.8 -0.3

The HOMO energy is -11.5 eV. As for the charge: +1.


(3)
The following is a quantum chemistry calculation of a cluster of 2 separate species, C7H18N2Si in total in a non-equilibrium geometry, from the OMol25 dataset.

CARTESIAN COORDINATES (ANGSTROEM)
C: -2.1518 -1.2211 1.3650
C: -0.8599 -1.0799 1.2811
C: 0.4478 1.3886 2.1388
C: 0.9715 2.5897 0.2110
C: 2.0158 -0.5125 -1.7493
C: 1.0995 -2.4934 -0.6046
C: -2.9789 0.5354 -1.8951
N: 0.5884 1.3113 0.7457
N: 1.3476 -1.0757 -0.6363
Si: -0.0052 -0.1495 -0.0335
H: -2.6643 -1.5992 2.1959
H: -2.6747 -0.6688 0.7312
H: -0.1446 -1.7151 2.0419
H: -0.5170 1.8792 2.5101
H: 0.2664 0.4553 2.5730
H: 1.3695 1.7787 2.6986
H: 0.3582 3.3281 0.7381
H: 1.9300 2.8368 0.3616
H: 0.8223 2.3844 -0.8512
H: 2.1872 0.5867 -1.5402
H: 2.9438 -0.9926 -1.9010
H: 1.5834 -0.6009 -2.8183
H: 2.0438 -3.0389 -0.6618
H: 0.6021 -2.7323 0.3488
H: 0.4704 -2.8925 -1.5917
H: -2.3565 1.0001 -2.5557
H: -3.4178 -0.4354 -2.0707
H: -3.2772 1.1335 -1.0312

Forces on atoms 1 to 3 (eV/Å):
1.3 -0.5 2.1
3.2 -2.7 2.0
-0.3 1.1 2.6

The HOMO energy (spin up / spin down) is -6.8 / -8.2 eV. As for the energy relative to the best compared isomer or geometry (same formula, charge and spin): 699.4 kJ/mol.


(4)
The following is a quantum chemistry calculation of a cluster of 2 separate species, C7H18NP in total in a non-equilibrium geometry, from the OMol25 dataset.

CARTESIAN COORDINATES (ANGSTROEM)
C: -0.6633 0.7533 -1.0906
C: -1.2145 -0.0259 -0.1162
C: -2.6844 -0.2705 0.0798
C: -3.3257 -0.4784 -1.3212
C: -3.3147 0.9554 0.7216
H: -1.1678 1.3833 -1.8484
H: 0.4248 1.0118 -1.3443
H: -0.6908 -0.6023 0.6649
H: -2.9260 -1.2571 0.7409
H: -2.9663 -1.3864 -1.8124
H: -3.4011 0.3199 -2.0312
H: -4.4234 -0.8494 -1.0803
H: -3.0536 1.1207 1.7041
H: -4.3359 0.7675 0.8138
H: -2.9301 1.9210 0.1907
C: 3.1796 -1.8095 0.7738
N: 2.4572 -1.0379 -0.1256
P: 3.1938 0.3325 -0.9217
C: 2.9899 1.5917 0.5618
H: 4.2259 -2.2715 0.2860
H: 3.4557 -1.2096 1.5312
H: 2.5070 -2.5386 1.2889
H: 1.7939 -1.3823 -0.7862
H: 4.4158 -0.0368 -0.6210
H: 1.8808 1.6229 0.4976
H: 3.6069 2.3985 0.3065
H: 3.4653 1.1347 1.4109

Forces on atoms 1 to 3 (eV/Å):
1.1 0.3 0.1
1.1 0.1 -0.5
-0.6 -0.8 -0.8

The HOMO energy is -8.5 eV. As for the energy relative to the best compared isomer or geometry (same formula, charge and spin): 280.1 kJ/mol.


(5)
The following is a quantum chemistry calculation of a cluster of 2 separate species, C7H18O2 in total, from the OMol25 dataset.

CARTESIAN COORDINATES (ANGSTROEM)
C: 1.2938 -2.2766 -1.0810
O: -0.1055 -2.0375 -1.0519
C: -0.7481 -2.5342 -2.1922
O: -0.3892 -1.8829 -3.3784
C: -0.8161 -0.5287 -3.3938
H: 1.7118 -1.9157 -0.1262
H: 1.7903 -1.7407 -1.9074
H: 1.5144 -3.3531 -1.1770
H: -0.5205 -3.6059 -2.3508
H: -1.8337 -2.4464 -1.9944
H: -1.9079 -0.4512 -3.2579
H: -0.3207 0.0724 -2.6128
H: -0.5536 -0.1096 -4.3797
C: -1.6133 1.8775 1.0947
C: -0.1396 2.0504 1.4608
C: 0.2660 1.2082 2.6683
C: 1.7397 1.3811 3.0344
H: -1.8769 2.4967 0.2207
H: -2.2513 2.1769 1.9432
H: -1.8215 0.8216 0.8533
H: 0.4910 1.7630 0.5976
H: 0.0621 3.1155 1.6851
H: -0.3645 1.4956 3.5315
H: 0.0644 0.1431 2.4440
H: 1.9479 2.4370 3.2758
H: 2.3777 1.0817 2.1859
H: 2.0033 0.7619 3.9084

Forces on atoms 1 to 3 (eV/Å):
0.4 0.1 0.2
0.2 -0.1 -0.2
-0.5 -0.5 0.0

The HOMO energy is -10.4 eV. As for the energy relative to the best compared isomer or geometry (same formula, charge and spin): 55.4 kJ/mol.


(6)
The following is a quantum chemistry calculation of the molecule C7H18Si2 in a non-equilibrium geometry, from the OMol25 dataset.

CARTESIAN COORDINATES (ANGSTROEM)
C: 0.3058 2.0402 1.1652
C: 1.5016 -0.0586 -0.6492
C: 2.5544 -2.1404 0.1242
C: -3.5892 -0.2249 -1.0495
C: 2.8799 -0.6004 -0.1706
C: -2.1759 0.1181 -0.5556
C: -1.9831 -0.2923 0.9810
Si: 1.2886 1.8282 -0.6718
Si: -0.2517 0.2446 1.4860
H: 1.1307 2.2612 1.7716
H: -0.3090 2.8348 1.3522
H: 1.0792 -0.6396 -1.3439
H: 3.5215 -2.7213 -0.0030
H: 1.8108 -2.6051 -0.4419
H: 2.2820 -2.3181 1.2504
H: -3.4673 -1.0840 -1.5694
H: -4.3101 -0.3565 -0.1225
H: -4.1029 0.5239 -1.7192
H: 3.5906 -0.5474 -0.9960
H: 3.0540 0.0617 0.5982
H: -1.4303 -0.3202 -1.0586
H: -2.0723 1.1390 -0.6075
H: -2.0555 -1.4307 0.7893
H: -2.7770 0.0168 1.6967
H: 0.3969 2.7191 -1.6956
H: 2.7089 2.3046 -0.8545
H: 0.4190 -0.7528 2.2941

Forces on atoms 1 to 3 (eV/Å):
1.7 -2.5 -2.2
-0.2 3.1 3.7
3.6 0.8 3.7

The HOMO energy is -7.1 eV. As for the energy relative to the best compared isomer or geometry (same formula, charge and spin): 478.0 kJ/mol.


(7)
The following is a quantum chemistry calculation of a structure of composition C7H19BrCl2HfN3O16 in a non-equilibrium geometry, from the OMol25 dataset.

CARTESIAN COORDINATES (ANGSTROEM)
Hf: 21.1082 11.6386 -12.7435
Cl: 20.1197 10.8662 -8.8818
O: 19.8744 9.4990 -8.6888
O: 19.0450 11.7304 -8.4086
O: 21.4245 11.2580 -8.4377
O: 20.2383 11.0620 -10.2977
Cl: 24.6987 11.4084 -14.5679
O: 25.4890 10.7834 -13.5751
O: 24.4234 10.4785 -15.6551
O: 23.4031 11.6676 -13.9893
O: 25.2150 12.6886 -14.9577
C: 17.0944 12.8660 -14.4445
C: 17.5924 12.0397 -13.2767
O: 18.8500 12.2856 -12.7173
H: 17.4581 12.4291 -15.3745
H: 17.3770 13.9174 -14.3918
H: 16.0123 12.7710 -14.5345
H: 17.5940 11.0004 -13.6052
H: 16.8080 11.9181 -12.5297
C: 21.7755 6.8950 -13.5722
C: 20.8851 7.8977 -12.7794
O: 21.1803 9.2790 -13.0246
H: 22.8540 6.8921 -13.4145
H: 21.7239 7.1621 -14.6278
H: 21.3953 5.8748 -13.5216
H: 21.0604 7.7890 -11.7090
H: 19.8301 7.6781 -12.9431
Br: 22.2103 13.8524 -11.3776
C: 22.3047 15.3421 -15.1993
N: 21.1010 14.4323 -15.2112
O: 20.8989 13.6694 -14.2218
O: 20.2828 14.5101 -16.1676
H: 22.8187 15.2653 -16.1575
H: 22.9460 15.1341 -14.3428
H: 21.8592 16.3197 -15.0150
C: 20.7947 9.3472 -16.7360
N: 20.0870 10.5667 -16.1684
O: 20.5273 11.1097 -15.1917
O: 19.0369 11.0110 -16.7243
H: 21.8803 9.4365 -16.6951
H: 20.5014 9.4180 -17.7835
H: 20.3781 8.4928 -16.2026
C: 24.8022 11.0166 -9.6201
N: 23.8565 10.1291 -10.3831
O: 23.9517 8.9639 -10.1362
O: 23.1070 10.5494 -11.2366
H: 25.4078 10.5291 -8.8560
H: 24.1676 11.7407 -9.1092
H: 25.4876 11.4040 -10.3740

Forces on atoms 1 to 3 (eV/Å):
-2.5 3.2 1.7
0.2 2.5 0.8
-0.6 -1.5 0.9

The HOMO energy (spin up / spin down) is -9.7 / -9.7 eV. As for the energy relative to the best compared isomer or geometry (same formula, charge and spin): 0.0 kJ/mol. Its spin multiplicity is 2.


(8)
The following is a quantum chemistry calculation of a structure of composition C7H19IrN5 in a non-equilibrium geometry, from the OMol25 dataset.

CARTESIAN COORDINATES (ANGSTROEM)
Ir: -1.3693 0.2685 -0.1776
N: -0.1956 2.2448 0.3246
C: 1.2260 1.9783 0.6244
C: 1.3066 0.5973 1.2077
N: 0.7761 -0.3984 0.2586
C: 0.6620 -1.7373 0.8819
C: -0.3057 -2.5943 0.1222
N: -1.6045 -1.9020 0.1624
C: 1.5029 -0.4660 -1.0472
C: 0.9666 0.4423 -2.0955
N: -0.4974 0.3189 -2.1454
H: -0.3118 2.9617 -0.3901
H: -0.6630 2.5914 1.1587
H: 1.6170 2.6918 1.3518
H: 1.8351 2.0933 -0.2655
H: 0.7168 0.5453 2.1241
H: 2.3405 0.3579 1.4779
H: 0.3010 -1.6057 1.9034
H: 1.6434 -2.2173 0.9462
H: -0.3572 -3.5765 0.5961
H: -0.0163 -2.7620 -0.9136
H: -2.0344 -2.0214 1.0794
H: -2.2617 -2.3017 -0.5091
H: 1.4656 -1.4938 -1.4022
H: 2.5616 -0.2299 -0.9012
H: 1.4295 0.1839 -3.0516
H: 1.2140 1.4859 -1.9316
H: -0.7670 -0.5658 -2.5806
H: -0.8700 1.0469 -2.7587
N: -3.4597 1.3548 2.0228
C: -2.7039 1.0290 1.2294
H: -4.1469 1.6800 2.6986

Forces on atoms 1 to 3 (eV/Å):
4.4 0.9 0.4
-1.6 -0.5 -1.0
0.3 0.0 0.3

The HOMO energy (spin up / spin down) is -21.7 / -21.7 eV. As for the charge: +3.


We obtain energy values of -9714.61792; -30120.45460; -18403.39644; -18326.32559; -11644.98834; -23301.23229; -141164.97605; -17826.51292 eV for the records listed above, in that order.